one:
DFT (ωB97M-V/def2-TZVPD) results for a 2-piece molecular cluster, C3H3Cl2F overall.

Results
* structure (SMILES): C#CC(Cl)Cl.F
* LUMO level: 0.0213 Ha
* Kohn-Sham gap: 11.0 eV

Each atom is followed by the atoms it is bonded to, with distances in Å.
Positions of all 9 atoms, in Å:
1 C -1.29 1.54 -0.46  C2 1.227, H6 1.018
2 C -0.54 1.10 0.40  C1 1.227, C3 1.451
3 C 0.21 0.62 1.55  C2 1.451, Cl4 1.741, Cl5 1.784, H7 1.034
4 Cl -0.72 -0.35 2.66  C3 1.741
5 Cl 0.75 2.02 2.51  C3 1.784
6 H -1.65 2.14 -1.19  C1 1.018
7 H 1.09 0.11 1.36  C3 1.034
8 F 0.41 -2.06 0.04  H9 0.939
9 H 0.81 -2.85 -0.26  F8 0.939

=====

two:
DFT (ωB97M-V/def2-TZVPD) results for one molecule with the formula C3H3Cl2F.

Results
* structure (SMILES): C/C(Cl)=C(\F)Cl
* LUMO level: 0.0306 Ha
* Kohn-Sham gap: 10.3 eV

Each atom is followed by the atoms it is bonded to, with distances in Å.
Positions of all 9 atoms, in Å:
1 C -0.55 -0.91 0.58  C2 1.461, H7 1.086, H8 1.027, H9 1.068
2 C -0.27 0.31 -0.18  C1 1.461, Cl3 1.806, C4 1.305
3 Cl -1.55 1.58 -0.06  C2 1.806
4 C 0.90 0.59 -0.68  C2 1.305, F5 1.323, Cl6 1.695
5 F 1.91 -0.26 -0.57  C4 1.323
6 Cl 1.22 2.14 -1.28  C4 1.695
7 H -0.84 -0.50 1.55  C1 1.086
8 H 0.37 -1.36 0.60  C1 1.027
9 H -1.17 -1.58 0.03  C1 1.068

=====

three:
DFT (ωB97M-V/def2-TZVPD) results for one molecule with the formula C3H3Cl2F.

Results
* structure (SMILES): C=CC(F)(Cl)Cl
* LUMO level: 0.0217 Ha
* Kohn-Sham gap: 11.3 eV

Each atom is followed by the atoms it is bonded to, with distances in Å.
Positions of all 9 atoms, in Å:
1 C 1.28 0.09 -0.69  C2 1.295, H7 1.027, H8 1.063
2 C 0.41 -0.35 0.16  C1 1.295, C3 1.462, H9 1.064
3 C -0.96 0.08 0.43  C2 1.462, F4 1.403, Cl5 1.872, Cl6 1.811
4 F -0.95 -0.02 1.83  C3 1.403
5 Cl -1.51 1.76 -0.17  C3 1.872
6 Cl -2.09 -1.00 -0.50  C3 1.811
7 H 2.20 -0.38 -0.63  C1 1.027
8 H 1.14 0.96 -1.28  C1 1.063
9 H 0.48 -1.15 0.86  C2 1.064

=====

Stability check: which of them is least stable? one.

=====

one:
DFT (ωB97M-V/def2-TZVPD) results for a 2-piece molecular cluster, C2H3NOS overall.

Results
* structure (SMILES): N=C=O.C=S
* LUMO level: -0.0188 Ha
* Kohn-Sham gap: 8.5 eV

Each atom is followed by the atoms it is bonded to, with distances in Å.
Positions of all 8 atoms, in Å:
1 N 1.73 1.21 -0.52  C2 1.189, H4 0.992
2 C 2.01 0.28 0.16  N1 1.189, O3 1.155
3 O 2.34 -0.72 0.63  C2 1.155
4 H 1.33 2.11 -0.41  N1 0.992
5 C -1.81 -0.83 0.01  S6 1.606, H7 1.082, H8 1.084
6 S -2.40 0.62 0.37  C5 1.606
7 H -1.01 -1.27 0.59  C5 1.082
8 H -2.19 -1.40 -0.82  C5 1.084

=====

two:
DFT (ωB97M-V/def2-TZVPD) results for one molecule with the formula C2H3NOS.

Results
* structure (SMILES): C=NOC=S
* LUMO level: -0.0001 Ha
* Kohn-Sham gap: 8.9 eV

Each atom is followed by the atoms it is bonded to, with distances in Å.
Positions of all 8 atoms, in Å:
1 C -2.60 -0.43 -0.20  N2 1.284, H6 1.078, H7 1.090
2 N -1.67 0.46 -0.15  C1 1.284, O3 1.427
3 O -0.52 0.08 0.60  N2 1.427, C4 1.322
4 C 0.62 0.50 0.07  O3 1.322, S5 1.656, H8 1.120
5 S 2.08 -0.25 -0.12  C4 1.656
6 H -3.51 -0.40 -0.77  C1 1.078
7 H -2.45 -1.30 0.43  C1 1.090
8 H 0.46 1.37 -0.62  C4 1.120

=====

Stability check: which of them is least stable? two.

=====

one:
DFT (ωB97M-V/def2-TZVPD) results for one molecule with the formula C2H3NOS.

Results
* LUMO level (alpha / beta): -0.0457 / -0.0456 Ha
* Kohn-Sham gap (alpha / beta): 7.7 / 7.7 eV

Each atom is followed by the atoms it is bonded to, with distances in Å.
Positions of all 8 atoms, in Å:
1 C -0.25 0.12 -1.66  N3 1.206, H6 1.152
2 C -0.01 0.53 0.77  N3 1.569, O4 1.348, H7 1.159, H8 1.086
3 N -0.25 0.90 -0.74  C1 1.206, C2 1.569
4 O -0.26 -0.79 0.92  C2 1.348, S5 1.686
5 S 0.59 -1.93 0.02  O4 1.686
6 H -0.10 -1.02 -1.59  C1 1.152
7 H 0.99 1.10 0.93  C2 1.159
8 H -0.71 1.11 1.35  C2 1.086

=====

two:
DFT (ωB97M-V/def2-TZVPD) results for one molecule with the formula C2H3NOS.

Results
* LUMO level: -0.0230 Ha
* Kohn-Sham gap: 8.6 eV

Each atom is followed by the atoms it is bonded to, with distances in Å.
Positions of all 8 atoms, in Å:
1 C 1.19 -0.09 0.22  N3 1.355, S5 1.589
2 C -0.81 0.46 -0.12  N3 1.390, O4 1.378, H6 1.126, H7 1.167
3 N -0.04 -0.66 0.17  C1 1.355, C2 1.390, H8 0.992
4 O -0.07 1.56 0.27  C2 1.378
5 S 2.75 -0.36 0.09  C1 1.589
6 H -1.19 0.42 -1.18  C2 1.126
7 H -1.75 0.29 0.55  C2 1.167
8 H -0.06 -1.63 0.00  N3 0.992

=====

three:
DFT (ωB97M-V/def2-TZVPD) results for one molecule with the formula C2H3NOS.

Results
* structure (SMILES): O=CNC=S
* LUMO level: -0.0018 Ha
* Kohn-Sham gap: 8.5 eV

Each atom is followed by the atoms it is bonded to, with distances in Å.
Positions of all 8 atoms, in Å:
1 O 1.33 -1.19 0.15  C2 1.187
2 C 1.63 -0.07 -0.10  O1 1.187, N3 1.424, H6 1.119
3 N 0.75 1.04 -0.02  C2 1.424, C4 1.392, H7 1.029
4 C -0.63 0.89 0.15  N3 1.392, S5 1.611, H8 1.087
5 S -1.53 -0.43 -0.07  C4 1.611
6 H 2.65 0.30 -0.39  C2 1.119
7 H 1.08 2.01 -0.17  N3 1.029
8 H -1.14 1.82 0.39  C4 1.087

=====

Stability check: which of them is least stable? one.